Formula: C7H6N2O2
Source: OMol25
Level of theory: ωB97M-V/def2-TZVPD

Calculated values
energy relative to the best compared isomer or geometry (same formula, charge and spin)	5.8868	eV
E_HOMO	-9.59	eV
spin multiplicity	1
frontier orbital gap	0.34070	Ha
F_max	0.07913	Eh/bohr
SMILES string	N#C[C@@]1([N+](=O)[O-])C=CC=CC1
total energy	-14426.244	eV

Last column: natural (NBO) charge in e.
Atoms and positions in Å:
N1 -2.58884 -2.14283 -0.47785  -0.2890
C1 -1.81229 -1.33527 -0.29583  0.2704
C2 -0.74050 -0.23009 -0.02026  -0.0504
N2 -1.61059 1.06696 -0.01718  0.5461
O1 -2.27127 1.18754 0.98668  -0.3394
O2 -1.51621 1.81256 -0.96659  -0.3514
C3 -0.12447 -0.59996 1.27740  -0.2103
C4 1.13200 -0.07289 1.48862  -0.1719
C5 1.87102 0.53968 0.41615  -0.2674
C6 1.43535 0.56729 -0.85928  -0.1191
C7 0.25042 -0.22416 -1.21436  -0.4757
H1 -0.70308 -1.30964 1.89700  0.2492
H2 1.69220 -0.51243 2.33133  0.2295
H3 2.60967 1.30460 0.75837  0.2270
H4 2.06168 0.86766 -1.72017  0.2268
H5 -0.33481 0.23021 -2.07211  0.2685
H6 0.64973 -1.14921 -1.51191  0.2569


Formula: C7H6N2S
Source: OMol25
Level of theory: ωB97M-V/def2-TZVPD

Calculated values
energy relative to the best compared isomer or geometry (same formula, charge and spin)	2.6889	eV
E_HOMO	-9.83	eV
spin multiplicity	1
frontier orbital gap	0.36411	Ha
F_max	0.22680	Eh/bohr
SMILES string	N#CSCc1ccncc1
total energy	-21167.706	eV

Last column: natural (NBO) charge in e.
Atoms and positions in Å:
N1 -3.96444 1.43559 -0.29610  -0.3027
C1 -3.36145 0.44901 -0.47871  0.0295
S1 -2.45213 -0.97664 -0.70450  0.3277
C2 -1.33671 -0.72212 0.72200  -0.4918
C3 0.07694 -0.31579 0.27326  0.0159
C4 1.09300 -1.20029 -0.16652  -0.2429
C5 2.29150 -0.71019 -0.58545  0.0504
N2 2.64706 0.48799 -0.63988  -0.3906
C6 1.62623 1.42352 -0.36477  0.0411
C7 0.41517 1.02069 0.13354  -0.2511
H1 -1.61774 -0.08373 1.28405  0.2039
H2 -1.04461 -1.48779 1.33865  0.2361
H3 0.91164 -2.12426 0.01166  0.1944
H4 3.08971 -1.53786 -0.50973  0.1770
H5 1.89936 2.32101 -0.43032  0.1764
H6 -0.27353 2.02085 0.41282  0.2268


Formula: C7H6N3O2S2
Source: OMol25
Level of theory: ωB97M-V/def2-TZVPD

Calculated values
energy relative to the best compared isomer or geometry (same formula, charge and spin)	1.4720	eV
E_HOMO	-12.67	eV
spin multiplicity	1
frontier orbital gap	0.19943	Ha
F_max	0.13087	Eh/bohr
SMILES string	O=S(=O)=[N+]=NC(=S)Nc1ccccc1
total energy	-37580.065	eV
charge	+1

Last column: natural (NBO) charge in e.
Atoms and positions in Å:
O1 2.38208 -4.92808 1.95415  -0.7765
S1 2.18848 -4.54296 0.59595  1.7888
O2 2.21505 -5.46458 -0.43578  -0.7920
N1 0.21118 -3.89800 0.34440  0.1581
N2 -0.04895 -2.76572 0.40435  0.0506
C1 0.23773 -1.47106 0.54202  0.0997
S2 1.70895 -1.14673 1.37185  0.0972
N3 -0.69716 -0.57135 0.08562  -0.4558
C2 -0.63086 0.77994 -0.06586  0.1051
C3 -1.80362 1.45670 -0.47900  -0.2027
C4 -1.75031 2.81349 -0.79469  -0.1820
C5 -0.48811 3.48259 -0.78123  -0.1359
C6 0.64185 2.84916 -0.26761  -0.1911
C7 0.55704 1.49853 0.10510  -0.1881
H1 -1.72072 -0.84695 -0.09768  0.4473
H2 -2.70087 0.87665 -0.50715  0.2116
H3 -2.75750 3.27265 -1.07603  0.2552
H4 -0.41124 4.47388 -1.18155  0.2406
H5 1.53964 3.37719 -0.12061  0.2411
H6 1.32735 0.75464 0.40376  0.2288


Formula: C7H6N4S
Source: OMol25
Level of theory: ωB97M-V/def2-TZVPD

Calculated values
energy relative to the best compared isomer or geometry (same formula, charge and spin)	4.1127	eV
E_HOMO	-9.35	eV
spin multiplicity	1
frontier orbital gap	0.31171	Ha
F_max	0.09761	Eh/bohr
total energy	-24148.016	eV

Last column: natural (NBO) charge in e.
Atoms and positions in Å:
C1 1.97573 0.52434 -2.47434  -0.3472
C2 1.70552 1.56211 -1.51711  -0.0593
C3 -0.49688 -0.02022 2.94320  -0.0900
C4 0.96367 -0.38449 -2.25375  -0.0770
C5 -0.16784 0.11461 1.66120  -0.0727
C6 -2.06037 -1.00682 1.86411  0.1860
C7 -1.23269 -0.76509 -0.33680  0.2843
N1 -1.71289 -0.72190 3.05706  -0.3996
N2 0.69191 1.27575 -0.76781  -0.3112
N3 -1.04691 -0.59463 0.94802  -0.4634
N4 0.19667 0.12390 -1.24215  -0.2311
S1 -2.23199 -1.52291 -1.27210  0.1439
H1 2.81376 0.62382 -3.28276  0.2404
H2 2.27923 2.37972 -1.05855  0.2127
H3 -0.05847 0.47912 3.87341  0.2304
H4 0.75871 -1.15495 -2.94359  0.2298
H5 0.66234 0.59182 1.07815  0.2863
H6 -3.03949 -1.50419 1.72380  0.2376


Formula: C7H6O3S
Source: OMol25
Level of theory: ωB97M-V/def2-TZVPD

Calculated values
energy relative to the best compared isomer or geometry (same formula, charge and spin)	0.6984	eV
E_HOMO	-9.75	eV
spin multiplicity	1
frontier orbital gap	0.34647	Ha
F_max	0.06641	Eh/bohr
total energy	-24332.216	eV

Last column: natural (NBO) charge in e.
Atoms and positions in Å:
C1 -2.80126 0.19952 -0.32590  -0.1893
C2 -2.35868 -1.00307 0.17489  -0.2149
C3 -1.96796 1.29044 -0.47418  -0.2055
C4 -0.99093 -1.08693 0.54938  -0.1741
C5 -0.58586 1.03250 -0.43284  -0.1588
C6 -0.09727 -0.11926 0.12982  -0.1712
C7 1.45071 -0.18950 0.31956  0.4288
O1 4.00431 -0.93564 0.81602  -0.9141
O2 4.59705 0.16704 -1.23231  -0.8697
O3 2.07573 0.83160 0.11009  -0.5647
S1 4.33323 0.31051 0.17371  1.7004
H1 -3.83699 0.24429 -0.42747  0.2118
H2 -3.16100 -1.69982 0.36963  0.2252
H3 -2.19225 2.37293 -0.58873  0.2305
H4 -0.65695 -2.10638 0.92275  0.2253
H5 0.10292 1.67178 -0.96100  0.2346
H6 2.08518 -0.98000 0.87657  0.2057


Formula: C7H6OSi
Source: OMol25
Level of theory: ωB97M-V/def2-TZVPD

Calculated values
energy relative to the best compared isomer or geometry (same formula, charge and spin)	0.0000	eV
E_HOMO	-10.09	eV
spin multiplicity	1
frontier orbital gap	0.39117	Ha
F_max	0.09427	Eh/bohr
SMILES string	C#C[Si](C#C)(C#C)OC
total energy	-17276.386	eV

Last column: natural (NBO) charge in e.
Atoms and positions in Å:
C1 3.78011 0.70363 1.02404  -0.1196
C2 2.69618 0.42126 0.58541  -0.5151
Si1 1.01849 -0.00116 -0.13908  1.7972
C3 0.70482 -1.81882 -0.39755  -0.5372
C4 0.38310 -2.95979 -0.58295  -0.1403
C5 0.57919 0.83760 -1.75582  -0.5198
C6 0.28600 1.34148 -2.81122  -0.1422
O1 -0.22048 0.62096 1.05801  -0.8679
C7 -1.62852 0.52772 1.02779  -0.2286
H1 4.77746 1.09751 1.25754  0.2460
H2 0.28773 -4.10470 -0.61101  0.2571
H3 -0.10842 1.61741 -3.79268  0.2424
H4 -1.86120 1.51635 1.60293  0.1832
H5 -1.88617 -0.36521 1.53496  0.1751
H6 -2.11842 0.59076 0.10103  0.1696


Formula: C7H6S
Source: OMol25
Level of theory: ωB97M-V/def2-TZVPD

Calculated values
energy relative to the best compared isomer or geometry (same formula, charge and spin)	4.3302	eV
E_HOMO	-9.05	eV
spin multiplicity	1
frontier orbital gap	0.31046	Ha
F_max	0.06056	Eh/bohr
SMILES string	C#CC(C)(C#C)C=S
total energy	-18186.460	eV

Last column: natural (NBO) charge in e.
Atoms and positions in Å:
C1 -1.05446 2.29782 -0.59687  -0.1920
C2 -0.60888 1.22459 -0.32796  -0.0151
C3 0.13548 0.03336 -0.00367  -0.2862
C4 0.39412 -0.00451 1.52011  -0.5757
C5 -0.69458 -1.19987 -0.31198  0.0113
C6 -1.43153 -2.13266 -0.62841  -0.2221
C7 1.38462 0.02739 -0.95445  -0.2031
S1 2.90395 -0.11575 -0.37806  0.1005
H1 -1.58769 3.16861 -0.98038  0.2468
H2 0.89664 -0.97295 1.71640  0.2247
H3 1.03348 0.80751 1.87862  0.2306
H4 -0.53985 -0.01104 2.04663  0.2268
H5 -1.89836 -3.01883 -1.00146  0.2461
H6 1.06707 -0.10368 -1.97851  0.2074


Formula: C7H71FN3O36P3S
Source: OMol25
Level of theory: ωB97M-V/def2-TZVPD

Calculated values
E_HOMO	-8.43	eV
spin multiplicity	1
frontier orbital gap	0.25507	Ha
F_max	0.06079	Eh/bohr
total energy	-128013.704	eV

Last column: Löwdin charge in e.
Atoms and positions in Å:
N1 1.41716 0.78569 0.87872  -0.2974
P1 1.04290 0.43665 -0.61839  0.7615
C1 0.30715 -1.27534 -0.74371  -0.2614
C2 1.23582 -2.40228 -1.05883  -0.1751
C3 2.74837 -2.21034 -1.27349  -0.1523
P2 3.36099 -2.58244 -2.96037  0.5104
O1 4.82287 -2.32685 -2.93679  -0.2955
O2 3.19049 -4.13411 -3.39621  -0.1186
O3 2.76152 -1.59841 -4.11275  -0.1268
C4 0.71446 -3.66007 -1.12231  -0.1699
F1 1.49170 -4.74460 -1.35749  0.0760
C5 -0.68675 -3.95456 -0.90692  -0.2780
N2 -1.26513 -5.13047 -0.95270  -0.2088
S1 -2.85404 -4.94413 -0.59462  1.0784
N3 -2.82113 -3.30796 -0.40315  -0.2335
C6 -1.59595 -2.82752 -0.59597  -0.2922
C7 -1.05651 -1.45106 -0.51407  -0.2423
P3 -2.22210 -0.02854 -0.08154  0.9283
O4 -1.41673 0.82547 1.11545  -0.3365
O5 -3.51011 -0.66498 0.72963  -0.2994
H1 0.90539 1.60975 1.18514  -0.0242
H2 0.12122 1.36917 -1.17178  0.0256
H3 2.22309 0.52374 -1.39996  0.0075
H4 3.26492 -2.89442 -0.57078  0.1227
H5 3.08107 -1.18870 -1.02320  0.0702
H6 2.98521 -4.21653 -4.34140  0.0939
H7 1.86773 -1.28996 -3.87061  0.0889
H8 -1.09166 0.21974 1.80864  0.0693
H9 -3.20165 -1.23047 1.47191  0.0321
O6 -2.44253 -1.87534 3.31980  -0.0702
H10 -1.94583 -2.14341 4.10330  0.0027
H11 -3.36600 -1.89123 3.61161  0.0052
O7 -4.18009 1.46567 -1.95803  -0.1057
H12 -4.45124 2.34117 -2.25685  0.0381
H13 -4.91723 1.16788 -1.41178  0.0082
O8 -2.84895 -1.28615 6.32818  -0.0513
H14 -2.80065 -0.32347 6.30863  0.0418
H15 -2.29385 -1.53532 7.07459  0.0403
O9 -2.70019 3.42920 1.20971  -0.0507
H16 -3.38637 3.22213 1.85494  0.0095
H17 -2.22587 2.59327 1.09887  -0.0009
O10 4.91947 0.94498 -3.25789  -0.0647
H18 5.80696 1.16623 -3.55716  0.0328
H19 4.92944 -0.01710 -3.18550  -0.0151
O11 -5.93612 -3.06629 -1.31404  -0.0867
H20 -6.36700 -2.21240 -1.19047  0.0048
H21 -5.05728 -2.92674 -0.93787  -0.0289
O12 -1.02018 -3.92342 5.02990  -0.0470
H22 -0.16899 -3.67186 4.65410  0.0464
H23 -0.97248 -4.88297 5.09302  0.0459
O13 4.97670 -5.68135 -1.29701  -0.0460
H24 5.17942 -4.81195 -1.66720  0.0324
H25 4.02479 -5.77375 -1.42878  0.0359
O14 -3.09354 5.71057 -0.89045  -0.0698
H26 -2.23367 5.94407 -1.25990  0.0260
H27 -2.90775 4.95006 -0.32370  -0.0067
O15 -2.03654 7.63520 -3.24485  -0.0594
H28 -2.11520 8.40989 -3.81490  0.0101
H29 -2.91021 7.54918 -2.84729  0.0261
O16 -5.32093 -2.02445 3.08826  -0.0350
H30 -6.04432 -2.65990 3.09971  0.0642
H31 -5.72609 -1.20159 3.38543  0.0542
O17 -2.17228 10.51032 -3.31055  -0.0833
H32 -2.06323 11.46727 -3.33781  0.0423
H33 -1.67986 10.24269 -2.52662  0.0428
O18 7.97333 -6.40749 -0.73614  -0.0576
H34 7.08841 -6.03100 -0.80615  -0.0140
H35 8.55035 -5.63791 -0.67178  0.0326
O19 0.65932 -2.81383 -5.47755  -0.0537
H36 0.72633 -3.39744 -6.24105  0.0471
H37 1.38782 -2.19394 -5.59256  0.0106
O20 -1.69721 11.80407 -5.79652  -0.0658
H38 -2.43640 11.61477 -6.38291  0.0360
H39 -1.57334 10.98241 -5.30134  0.0077
O21 7.76653 -4.21560 1.61168  -0.0576
H40 7.05180 -4.43025 1.00349  0.0140
H41 7.90341 -5.03154 2.10526  0.0430
O22 3.88557 -7.34267 1.00084  -0.0660
H42 4.12822 -8.21619 1.32676  0.0357
H43 4.35717 -7.26792 0.16215  -0.0108
O23 -4.99328 4.30133 2.94958  -0.0545
H44 -5.86720 4.70783 2.91260  0.0312
H45 -4.38960 5.05192 2.99597  0.0639
O24 -5.29193 1.90686 5.22154  -0.0609
H46 -5.37363 2.68504 4.65476  -0.0004
H47 -6.16110 1.81521 5.62508  0.0321
O25 -6.02645 2.88249 0.58054  -0.0488
H48 -5.14256 3.21343 0.78409  0.0024
H49 -6.15004 2.15902 1.20273  0.0226
O26 -6.30576 -0.85663 0.45566  -0.0564
H50 -6.72780 -0.00269 0.59140  0.0326
H51 -5.41289 -0.76854 0.81870  -0.0075
O27 -2.61192 11.57250 -0.93363  -0.0691
H52 -3.36992 10.96679 -0.93526  0.0011
H53 -2.98266 12.41567 -0.65644  0.0434
O28 3.29320 2.95253 0.43391  -0.0988
H54 4.15838 3.19655 0.08860  0.0282
H55 3.47090 2.19008 0.99992  -0.0074
O29 4.15729 -7.95951 4.19751  -0.0615
H56 4.07238 -7.18795 3.62397  0.0202
H57 3.27683 -8.07198 4.57043  0.0345
O30 5.14062 2.49761 2.70473  -0.0572
H58 5.24263 3.45507 2.68368  0.0403
H59 5.61652 2.22543 3.49627  0.0389
O31 -4.77767 9.84457 -0.20410  -0.0392
H60 -5.50047 10.08115 0.38574  0.0523
H61 -4.92084 8.90994 -0.39309  0.0548
O32 7.96881 -1.71295 -2.43443  -0.0502
H62 8.09339 -1.72602 -1.47945  0.0525
H63 7.05594 -2.00932 -2.55843  0.0081
O33 10.00199 0.02856 -3.53384  -0.0741
H64 9.25793 -0.59058 -3.49345  -0.0096
H65 9.60129 0.88808 -3.37397  0.0234
O34 0.73786 -8.63967 1.20507  -0.0665
H66 0.81506 -9.22104 0.44212  0.0308
H67 1.47251 -8.02090 1.10217  0.0053
O35 4.28147 -9.10620 -1.24173  -0.0473
H68 4.52476 -9.98011 -0.91738  0.0484
H69 4.75429 -9.02626 -2.07783  0.0495
O36 -6.72436 6.18188 4.39385  -0.0460
H70 -7.59394 6.50482 4.13273  0.0479
H71 -6.71392 6.28300 5.35159  0.0488


Formula: C7H7Br2NO2S
Source: OMol25
Level of theory: ωB97M-V/def2-TZVPD

Calculated values
energy relative to the best compared isomer or geometry (same formula, charge and spin)	1.2067	eV
E_HOMO	-9.78	eV
spin multiplicity	1
frontier orbital gap	0.36448	Ha
F_max	0.10172	Eh/bohr
total energy	-163875.223	eV

Last column: natural (NBO) charge in e.
Atoms and positions in Å:
C1 1.82563 2.07022 -1.04230  -0.1816
C2 0.62528 1.79816 -1.69018  -0.2031
C3 2.10084 1.59357 0.24794  -0.2024
C4 -0.30156 1.10198 -0.99487  -0.2039
C5 1.20716 0.84768 0.90814  -0.2078
C6 0.00950 0.60552 0.25716  -0.2609
C7 -1.00303 -2.80015 0.36846  -0.2866
N1 -2.01498 -1.40856 0.26940  -0.8932
O1 -2.55912 0.69527 1.21328  -0.9214
O2 -0.95333 -0.74042 2.37477  -0.9408
S1 -1.42224 -0.19396 1.19478  2.3087
Br1 0.73171 -2.43896 -0.44752  0.0552
Br2 -1.84221 -4.32081 -0.35201  0.1374
H1 2.65663 2.49333 -1.53779  0.2137
H2 0.57177 1.99215 -2.71753  0.2229
H3 3.08290 1.65452 0.71247  0.2174
H4 -1.24621 0.57615 -1.39492  0.2174
H5 1.54149 0.60759 1.89071  0.2427
H6 -0.77618 -2.88614 1.50307  0.2711
H7 -2.23405 -1.24714 -0.76304  0.4152


Formula: C7H7Br2P
Source: OMol25
Level of theory: ωB97M-V/def2-TZVPD

Calculated values
energy relative to the best compared isomer or geometry (same formula, charge and spin)	1.4297	eV
E_HOMO (spin up / spin down)	-4.66 / -9.17	eV
spin multiplicity	3
frontier orbital gap (spin up / spin down)	0.16884 / 0.24204	Ha
F_max	0.06736	Eh/bohr
total energy	-156740.836	eV

Last column: Mulliken spin population.
Atoms and positions in Å:
C1 2.05014 0.03664 -1.42127  0.2190
C2 1.78238 -1.13593 -0.73203  -0.0896
C3 1.38732 1.21212 -1.09958  -0.1005
C4 0.81469 -1.15980 0.25584  0.1713
C5 0.43272 1.20473 -0.10135  0.2169
C6 0.15835 0.02091 0.58403  0.0060
C7 -3.12114 -0.06489 0.85370  0.8547
P1 -1.43785 -0.01439 1.48459  0.4436
Br1 -3.32273 1.52419 -0.27890  0.1325
Br2 -3.10624 -1.72354 -0.23120  0.1325
H1 2.76349 0.02713 -2.23133  0.0229
H2 2.30140 -2.04390 -0.99965  -0.0080
H3 1.58262 2.11637 -1.65613  -0.0073
H4 0.55934 -2.08421 0.75678  0.0095
H5 -0.12446 2.10400 0.13675  0.0083
H6 -1.32917 -1.09573 2.33917  -0.0058
H7 -1.39087 1.07631 2.34059  -0.0061